#P
C6H14O2 | wB97M-V/def2-TZVPD

Computed properties:
LUMO level: 0.02545 Ha
HOMO level: -0.3241 Eh
Molecular weight: 118.176 g mol⁻¹

The geometry in ORCA input format:
```
! RIJCOSX wB97M-V def2-TZVPD def2/J DEFGRID3
* xyz 0 1
C -0.629 1.377 0.321
C -1.094 0.134 0.510
C -2.454 0.002 -0.162
C -0.442 -0.836 1.392
C -0.150 -0.643 2.668
C -0.470 -2.184 0.754
H 0.180 1.762 0.791
H -0.992 2.007 -0.424
H -3.059 -0.654 0.378
H -2.471 -0.475 -1.206
H -2.992 0.904 -0.403
H 0.390 -1.243 3.414
H -0.257 0.351 3.104
H -1.415 -2.695 0.985
H 0.316 -2.774 1.119
H -0.419 -2.075 -0.409
O 1.614 2.056 -2.955
H 1.131 1.280 -2.760
H 1.455 2.689 -2.254
O 2.606 -0.264 -1.059
H 3.183 -0.902 -1.436
H 2.614 0.392 -1.684
*
```

=====

#Q
C6H14O2 | wB97M-V/def2-TZVPD

Computed properties:
LUMO level: 0.02413 Ha
HOMO level: -0.3460 Eh
Molecular weight: 118.176 g mol⁻¹

The geometry in ORCA input format:
```
! RIJCOSX wB97M-V def2-TZVPD def2/J DEFGRID3
* xyz 0 1
C -0.257 0.985 2.145
C -1.112 0.257 1.428
C -0.842 -0.373 0.128
C -1.126 0.546 -1.107
C -0.458 -1.643 0.110
C -0.049 -2.562 -1.088
H 0.710 1.141 1.852
H -0.320 1.419 3.218
H -2.119 0.152 1.885
H -0.553 0.549 -1.914
H -1.182 1.649 -0.795
H -2.093 0.188 -1.426
H -0.511 -2.295 1.040
H -0.816 -3.342 -1.241
H 0.902 -3.175 -1.037
H 0.048 -2.207 -2.065
O 0.913 3.424 -0.727
H 1.127 3.035 0.064
H 0.079 3.892 -0.596
O 2.778 -0.776 0.283
H 1.896 -0.958 -0.131
H 2.984 0.093 -0.026
*
```

=====

#R
C6H14O2 | wB97M-V/def2-TZVPD

Computed properties:
LUMO level: 0.02811 Ha
HOMO level: -0.3578 Eh
Molecular weight: 118.176 g mol⁻¹

The geometry in ORCA input format:
```
! RIJCOSX wB97M-V def2-TZVPD def2/J DEFGRID3
* xyz 0 1
C -0.563 2.316 0.416
C -0.893 1.432 1.618
C -0.653 -0.050 1.510
C -1.631 -0.577 0.383
C -1.268 -0.434 -1.094
C -1.572 -1.789 -1.752
O -1.684 -1.879 -2.947
H -0.159 3.310 0.692
H -1.364 2.401 -0.301
H 0.414 2.011 -0.027
H -1.932 1.509 1.965
H -0.194 1.772 2.431
H -1.022 -0.580 2.425
H 0.381 -0.323 1.323
H -2.564 -0.049 0.592
H -1.960 -1.607 0.646
H -1.818 0.273 -1.705
H -0.189 -0.344 -1.038
H -1.584 -2.692 -1.118
O 7.020 -1.810 -1.372
H 7.007 -0.944 -1.786
H 6.230 -1.946 -0.862
*
```

=====

Which one sits at the top of the stability order? #R does.

=====

#P
C6H11N | wB97M-V/def2-TZVPD

Computed properties:
LUMO level: 0.03660 Ha
HOMO level: -0.2825 Eh
Molecular weight: 97.161 g mol⁻¹

The geometry in ORCA input format:
```
! RIJCOSX wB97M-V def2-TZVPD def2/J DEFGRID3
* xyz 0 1
C 2.421 -2.164 0.166
C 1.216 -1.731 -0.119
C 0.856 -0.392 -0.619
C -0.386 0.187 -0.341
C -1.372 -0.516 0.613
N -0.863 1.358 -0.990
C -1.214 2.449 0.012
H 2.785 -2.996 0.634
H 3.339 -1.711 -0.057
H 0.331 -2.349 0.255
H 1.731 0.175 -1.178
H -0.961 -0.668 1.585
H -2.271 0.103 0.633
H -1.784 -1.387 0.137
H -0.096 1.526 -1.699
H -1.930 2.100 0.840
H -1.473 3.417 -0.465
H -0.328 2.599 0.594
*
```

=====

#Q
C6H11N | wB97M-V/def2-TZVPD

Computed properties:
LUMO level: 0.03458 Ha
HOMO level: -0.3116 Eh
Molecular weight: 97.161 g mol⁻¹

The geometry in ORCA input format:
```
! RIJCOSX wB97M-V def2-TZVPD def2/J DEFGRID3
* xyz 0 1
C 1.193 2.016 -0.841
C 0.537 0.877 -0.029
N 0.200 -0.246 -0.423
C 0.339 -0.559 -1.856
H 2.131 2.261 -0.407
H 0.645 2.920 -0.678
H 1.319 1.883 -1.874
H 0.359 1.090 0.977
H -0.314 -1.412 -2.050
H 0.185 0.298 -2.454
H 1.426 -0.992 -2.006
C 0.393 -1.772 2.055
C -0.650 -1.280 1.749
C -2.010 -0.818 1.466
H 1.450 -1.984 2.157
H -1.948 0.215 1.414
H -2.792 -1.213 2.175
H -2.462 -1.284 0.625
*
```

=====

#R
C6H11N | wB97M-V/def2-TZVPD

Computed properties:
LUMO level: 0.02920 Ha
HOMO level: -0.3770 Eh
Molecular weight: 97.161 g mol⁻¹

The geometry in ORCA input format:
```
! RIJCOSX wB97M-V def2-TZVPD def2/J DEFGRID3
* xyz 0 1
C -0.677 2.013 -0.719
C 0.124 0.775 -0.998
C 0.216 -0.497 0.323
C 1.363 -1.497 0.170
C -1.104 -1.217 0.619
C 0.520 0.416 1.357
N 0.752 1.241 2.134
H -1.725 1.802 -0.516
H -0.632 2.492 -1.773
H -0.260 2.625 0.096
H 1.141 1.080 -1.270
H -0.333 0.226 -1.804
H 2.316 -0.984 0.031
H 1.467 -2.169 1.038
H 1.156 -2.100 -0.710
H -1.023 -1.924 1.460
H -1.908 -0.516 0.855
H -1.378 -1.781 -0.271
*
```

=====

#S
C6H11N | wB97M-V/def2-TZVPD

Computed properties:
LUMO level: 0.03927 Ha
HOMO level: -0.3054 Eh
Molecular weight: 97.161 g mol⁻¹

The geometry in ORCA input format:
```
! RIJCOSX wB97M-V def2-TZVPD def2/J DEFGRID3
* xyz 0 1
C -2.480 1.127 -0.814
C -1.163 1.235 -1.046
N -0.225 1.612 0.085
C 1.068 0.996 0.004
C 0.933 -0.459 -0.126
C 1.030 -1.295 0.917
C 0.827 -2.752 0.821
H -2.700 0.959 0.246
H -3.252 0.815 -1.604
H -0.499 0.845 -1.870
H -0.626 1.399 0.970
H 1.551 1.297 -1.024
H 1.758 1.350 0.756
H 0.504 -0.729 -1.096
H 1.441 -0.925 1.859
H 0.461 -3.134 -0.174
H 1.749 -3.300 1.293
H -0.103 -2.977 1.512
*
```

=====

Which one sits at the top of the stability order? #R does.

=====

#P
C6H11N | wB97M-V/def2-TZVPD

Computed properties:
LUMO level: 0.04288 Ha
HOMO level: -0.2871 Eh
Molecular weight: 97.161 g mol⁻¹

The geometry in ORCA input format:
```
! RIJCOSX wB97M-V def2-TZVPD def2/J DEFGRID3
* xyz 0 1
C -1.036 -0.537 2.223
C -0.458 -1.424 1.375
N 0.932 -1.288 1.140
C 1.377 -1.092 -0.289
C 0.392 -0.296 -1.094
C 0.093 0.960 -0.701
C -0.687 1.849 -1.676
H -0.494 -0.171 3.084
H -2.060 -0.203 2.071
H -1.193 -2.003 0.848
H 1.354 -0.471 1.560
H 1.629 -2.098 -0.677
H 2.342 -0.504 -0.325
H -0.072 -0.751 -1.963
H 0.742 1.465 0.011
H -1.272 2.671 -1.165
H -1.615 1.506 -2.108
H 0.026 2.386 -2.314
*
```

=====

#Q
C6H11N | wB97M-V/def2-TZVPD

Computed properties:
LUMO level: 0.03535 Ha
HOMO level: -0.4189 Eh
Molecular weight: 97.161 g mol⁻¹

The geometry in ORCA input format:
```
! RIJCOSX wB97M-V def2-TZVPD def2/J DEFGRID3
* xyz 0 1
C -2.389 0.185 -0.932
C -1.413 -0.439 0.083
C 0.053 -0.491 -0.401
C 1.074 -0.109 0.689
C 2.512 -0.045 0.163
C 0.712 1.186 1.293
N 0.423 2.208 1.751
H -3.113 0.837 -0.434
H -1.857 0.800 -1.667
H -2.954 -0.574 -1.482
H -1.454 0.142 1.011
H -1.748 -1.450 0.347
H 0.317 -1.494 -0.758
H 0.196 0.188 -1.253
H 1.022 -0.851 1.497
H 2.793 -1.005 -0.282
H 2.613 0.734 -0.599
H 3.213 0.179 0.973
*
```

=====

#R
C6H11N | wB97M-V/def2-TZVPD

Computed properties:
LUMO level: 0.03434 Ha
HOMO level: -0.2251 Eh
Molecular weight: 97.161 g mol⁻¹

The geometry in ORCA input format:
```
! RIJCOSX wB97M-V def2-TZVPD def2/J DEFGRID3
* xyz 0 1
C 0.330 0.180 -0.042
C -0.758 0.416 -1.062
C -1.758 -0.881 0.485
C -0.449 -0.506 1.113
C 1.399 -0.766 -0.610
C 0.994 1.482 0.410
N -1.834 -0.277 -0.696
H -2.660 -0.326 -1.275
H -0.596 0.713 -2.077
H -2.619 -1.271 0.986
H 0.089 -1.373 1.508
H -0.598 0.193 1.945
H 1.490 1.967 -0.432
H 0.942 -1.704 -0.921
H 1.889 -0.313 -1.472
H 2.155 -0.981 0.145
H 1.737 1.279 1.183
H 0.248 2.169 0.812
*
```

=====

#S
C6H11N | wB97M-V/def2-TZVPD

Computed properties:
LUMO level: 0.03244 Ha
HOMO level: -0.2399 Eh
Molecular weight: 97.161 g mol⁻¹

The geometry in ORCA input format:
```
! RIJCOSX wB97M-V def2-TZVPD def2/J DEFGRID3
* xyz 0 1
C 2.106 -0.816 0.108
C 0.596 1.812 0.026
C 0.613 -0.718 0.085
C -0.081 0.460 0.098
N -0.060 -1.929 -0.030
C -1.537 0.500 -0.238
C -2.830 0.241 -0.161
H 0.451 -2.672 -0.485
H -1.019 -1.851 -0.351
H -1.217 0.651 0.942
H 2.578 0.035 0.594
H 2.433 -1.704 0.656
H 2.508 -0.879 -0.908
H -0.065 2.595 0.395
H 1.493 1.845 0.643
H 0.864 2.051 -1.005
H -3.354 -0.119 -1.041
H -3.480 0.500 0.673
*
```

=====

Which one sits at the top of the stability order? #Q does.